Record 1
This record from the Open Molecules 2025 dataset describes C8H19HoI2O3P2 as an isolated structure. The level of theory is ωB97M-V/def2-TZVPD.

Total charge: +2
HOMO-LUMO gap (alpha / beta) (eV): 6.4 / 6.4
Expectation value of S²: 6.00
Multiplicity: 5
Relative energy (zero: lowest compared OMol25 entry of this formula, charge and spin) (kJ/mol): 0.0
Molar mass (g mol⁻¹): 643.92
HOMO energy (alpha / beta) (eV): -16.210 / -16.196

Geometry as XYZ:
```
35
Properties=species:S:1:pos:R:3:forces:R:3
I 3.369 -0.906 -1.284 -0.50 0.60 1.32
I 2.465 -0.433 1.341 1.98 -0.96 -1.32
Ho -0.053 0.069 -0.507 -0.96 0.80 -1.36
P 0.897 2.578 0.443 -0.06 1.35 -0.78
C 0.704 3.407 2.034 -0.17 -0.64 0.23
C 2.612 2.933 -0.080 -0.16 -0.65 0.18
H 2.857 4.002 0.015 -0.05 -0.43 -0.07
H 0.358 4.727 -0.523 -0.31 -0.27 -0.22
H 2.730 2.570 -1.108 0.09 0.35 0.06
H 0.080 3.341 -1.674 -0.01 0.41 -0.10
H 1.293 2.850 2.768 0.05 0.41 0.18
H 3.249 2.303 0.544 0.33 0.42 -0.02
C -0.034 3.709 -0.651 -0.05 -0.66 0.13
H 1.021 4.457 1.931 -0.12 -0.43 0.22
H -1.090 3.606 -0.389 0.04 0.40 -0.09
H -0.353 3.318 2.322 0.28 0.30 0.02
P -0.425 -2.647 -0.448 -0.41 -1.07 -0.91
C -1.150 -3.665 0.841 0.20 0.38 0.41
C -1.671 -2.826 -1.782 0.22 0.68 0.44
H 1.322 -2.995 -2.046 -0.21 -0.49 0.04
H 0.676 -4.599 -1.453 0.21 0.37 0.11
H 1.764 -3.531 -0.440 0.13 -0.50 -0.13
C 0.963 -3.571 -1.181 0.13 0.38 0.33
H -1.346 -2.229 -2.637 -0.16 -0.28 -0.27
H -1.760 -3.890 -2.030 -0.12 0.34 -0.08
H -1.393 -4.646 0.411 0.04 0.23 0.35
H -2.039 -3.135 1.209 0.10 -0.32 -0.10
H -2.598 -2.397 -1.398 -0.16 -0.27 -0.21
H -0.425 -3.723 1.658 -0.21 -0.37 0.04
C -0.174 -0.131 1.780 -1.89 -0.65 5.85
O -0.298 -0.287 2.922 0.48 0.64 -4.02
O -2.667 -0.485 0.709 0.29 1.77 -1.83
C -2.918 0.429 -0.129 -0.56 -0.95 1.10
O -2.032 0.895 -0.955 0.76 -0.34 0.26
H -3.935 0.906 -0.214 0.78 -0.57 0.22
```
Positions in Å, forces in eV/Å.

***

Record 2
This record from the Open Molecules 2025 dataset describes one molecule with the formula C4H6FNOS. The level of theory is ωB97M-V/def2-TZVPD.

HOMO-LUMO gap (eV): 9.4
SMILES: O=C1C[C@@H](CF)SN1
Relative energy (zero: lowest compared OMol25 entry of this formula, charge and spin) (kJ/mol): 72.0
Molar mass (g mol⁻¹): 135.16
HOMO energy (eV): -8.796

Geometry as XYZ:
```
14
Properties=species:S:1:pos:R:3:forces:R:3
C -1.886 -0.407 0.191 -1.71 -1.22 1.81
C -0.606 -0.004 -0.368 1.95 -0.49 -0.96
C 0.652 -0.802 0.195 -1.20 3.81 0.80
C 1.816 0.181 -0.045 0.59 -1.15 0.97
H -1.889 -0.418 1.345 -0.07 0.05 -1.75
H -2.134 -1.408 -0.221 0.01 0.40 0.56
H -0.684 -0.184 -1.468 0.35 0.63 0.61
H 0.960 -1.681 -0.238 0.06 -2.13 -1.26
H 0.534 -0.942 1.280 0.09 0.07 -0.22
H 2.021 2.176 -0.356 0.16 0.15 -0.07
N 1.421 1.474 0.038 0.00 0.16 -0.17
O 2.961 -0.185 -0.194 -0.14 0.23 -0.29
F -2.909 0.450 -0.245 0.42 -0.10 0.21
S -0.258 1.750 0.087 -0.50 -0.41 -0.23
```
Positions in Å, forces in eV/Å.

***

Record 3
This record from the Open Molecules 2025 dataset describes a 2-piece molecular cluster, CH6N3O overall. The level of theory is ωB97M-V/def2-TZVPD.

Total charge: +1
HOMO-LUMO gap (eV): 11.5
Relative energy (zero: lowest compared OMol25 entry of this formula, charge and spin) (kJ/mol): 116.5
Molar mass (g mol⁻¹): 76.08
HOMO energy (eV): -15.164

Geometry as XYZ:
```
11
Properties=species:S:1:pos:R:3:forces:R:3
C 0.703 0.539 -1.400 0.25 0.21 -2.16
N 1.090 1.641 -1.275 0.25 0.62 0.57
N -0.254 0.152 1.252 -0.07 -2.39 -0.07
N -0.834 -1.014 0.710 4.19 -2.21 -2.69
O 0.288 -0.536 -1.687 -0.03 -0.18 1.05
H 0.735 0.115 1.277 0.55 0.28 0.08
H 1.597 2.399 -1.716 -0.22 -0.44 0.24
H -0.786 0.940 1.354 -1.37 2.08 0.01
H -0.439 -1.230 -0.353 -1.46 1.48 1.65
H -1.814 -1.209 0.726 -0.95 0.46 0.64
H -0.286 -1.796 1.112 -1.15 0.08 0.69
```
Positions in Å, forces in eV/Å.

***

Record 4
This record from the Open Molecules 2025 dataset describes a 2-piece molecular cluster, C10H10BrFNO5 overall. The level of theory is ωB97M-V/def2-TZVPD.

Total charge: -1
HOMO-LUMO gap (eV): 6.0
Molar mass (g mol⁻¹): 323.09
HOMO energy (eV): -3.614

Geometry as XYZ:
```
28
Properties=species:S:1:pos:R:3:forces:R:3
F -0.455 1.873 1.939 -0.29 0.81 1.46
C -0.013 1.508 0.732 0.18 -0.71 -0.87
N 0.939 0.402 0.905 0.09 2.67 1.73
C 2.148 0.977 1.516 0.16 -0.25 -0.51
C 2.758 1.960 0.577 -0.05 0.20 0.25
O 1.858 3.053 0.441 0.49 0.24 -0.10
C 0.625 2.669 -0.019 0.30 -0.48 0.45
Br 0.700 2.057 -1.845 -0.04 0.05 -1.01
H -0.853 1.180 0.157 -0.58 -0.53 -0.31
H 1.137 -0.048 -0.076 -0.55 -1.68 0.45
H 0.504 -0.331 1.543 -0.41 -0.32 -1.10
H 1.901 1.530 2.395 -0.27 0.03 0.92
H 2.828 0.183 1.733 0.46 -0.62 0.26
H 3.656 2.361 0.993 0.58 0.39 0.38
H 3.029 1.516 -0.364 -0.17 -0.15 -0.68
H 0.005 3.532 0.034 -0.64 0.56 -0.11
C -2.600 -2.048 0.217 -0.61 0.02 0.13
C -3.202 -2.346 -1.035 0.75 0.09 -0.11
C -2.222 -2.365 -2.236 0.49 0.10 0.11
O -2.580 -2.678 -3.359 -0.47 -0.09 -0.11
C -0.850 -1.989 -1.990 0.67 0.28 0.00
C -0.295 -1.685 -0.774 -0.71 -0.28 0.27
C -1.268 -1.778 0.446 0.29 -0.06 0.48
O -0.857 -1.607 1.647 1.02 0.70 -0.77
O 0.939 -1.351 -0.567 0.01 -0.72 -1.16
O -4.381 -2.586 -1.237 -0.67 -0.10 0.01
H -3.218 -2.032 1.109 -0.14 -0.12 -0.12
H -0.230 -1.957 -2.881 0.11 -0.02 0.07
```
Positions in Å, forces in eV/Å.

***

Record 5
This record from the Open Molecules 2025 dataset describes a 35-piece molecular cluster, H70O35 overall. The level of theory is ωB97M-V/def2-TZVPD.

HOMO-LUMO gap (eV): 11.1
Relative energy (zero: lowest compared OMol25 entry of this formula, charge and spin) (kJ/mol): 0.0
Molar mass (g mol⁻¹): 630.53
HOMO energy (eV): -11.075

Geometry as XYZ:
```
105
Properties=species:S:1:pos:R:3:forces:R:3
O 3.907 0.049 -1.742 -0.57 1.67 -0.42
H 4.077 -0.433 -0.943 0.38 -0.84 1.04
H 4.061 -0.468 -2.528 0.48 -0.48 -0.90
O 1.282 0.269 -1.592 -0.71 0.54 -2.21
H 0.816 0.272 -2.509 0.82 -0.24 1.78
H 2.256 0.229 -1.805 -0.20 0.15 0.52
O 0.943 -4.320 1.991 -0.85 0.11 -0.06
H 0.734 -5.251 2.223 -0.23 0.49 -0.22
H 0.090 -3.937 1.655 1.05 -0.47 0.21
O -6.370 0.679 0.392 0.91 1.28 -0.32
H -5.844 0.170 1.003 0.52 -0.32 0.50
H -7.152 0.193 0.240 -1.30 -0.84 -0.26
O 4.694 3.139 -1.889 -1.02 1.24 1.38
H 4.150 3.539 -1.156 0.64 0.09 -1.01
H 4.491 2.231 -1.695 0.01 -1.45 -0.53
O -4.487 1.693 -2.385 -0.28 -0.28 2.57
H -5.254 1.998 -1.836 0.48 -0.02 -1.11
H -4.039 1.236 -1.614 -0.16 0.00 -1.24
O 0.384 3.160 3.918 -1.33 0.04 0.07
H 1.225 2.730 3.948 0.99 -0.21 0.03
H 0.431 3.825 3.218 -0.02 0.20 -0.03
O 1.982 0.778 -5.329 0.87 0.72 1.51
H 1.211 0.406 -4.839 -0.14 -0.10 -0.35
H 1.900 0.577 -6.237 -0.44 -0.34 -1.50
O -2.581 -4.517 2.282 0.77 -0.71 1.50
H -2.886 -4.178 1.465 -0.63 0.85 -1.67
H -1.903 -3.898 2.626 -0.65 -0.11 -0.22
O -2.825 -0.219 -0.577 1.26 0.89 0.25
H -3.162 -0.240 0.327 -0.68 -0.01 0.36
H -1.987 0.329 -0.411 -0.78 -0.69 -0.46
O -0.081 5.252 2.087 0.50 -0.03 0.48
H -0.412 6.110 2.358 -0.14 0.02 -0.16
H -0.379 5.048 1.199 -0.40 -0.11 -0.50
O 4.314 -0.774 0.783 1.51 0.50 0.25
H 3.754 -0.084 1.200 -0.07 -0.35 0.34
H 5.262 -0.585 1.021 -1.56 -0.19 -0.22
O 5.596 2.391 1.222 -1.84 -0.88 0.00
H 4.988 2.171 0.479 0.72 0.30 0.78
H 6.362 2.748 0.814 1.09 0.54 -0.69
O -1.245 -2.830 4.064 -0.55 0.70 0.05
H -1.105 -1.884 3.869 0.09 -0.22 0.12
H -0.413 -3.225 3.829 0.95 -0.43 -0.06
O 2.458 3.956 0.614 -0.90 0.01 -0.53
H 1.517 3.696 0.376 1.30 0.56 0.32
H 2.501 4.929 0.538 -0.32 -0.66 0.12
O -3.099 -4.445 -2.169 0.17 -0.14 0.56
H -3.731 -4.725 -2.810 -0.94 -0.62 -0.56
H -2.569 -3.831 -2.677 0.69 0.76 -0.07
O 0.795 -2.243 -1.266 -0.15 0.20 0.61
H 1.535 -2.771 -0.888 -0.08 0.18 0.09
H 1.007 -1.312 -0.970 -0.12 -0.90 -0.89
O -1.527 -2.155 -2.825 0.16 0.06 0.96
H -0.829 -2.359 -2.151 -0.11 0.07 -0.66
H -2.005 -1.414 -2.403 -0.06 -0.31 -0.21
O -3.778 -2.940 0.029 0.10 0.14 1.19
H -3.722 -3.458 -0.778 0.22 -0.24 -0.72
H -3.501 -2.039 -0.171 -0.30 0.05 -0.48
O 4.200 -0.736 -4.408 -0.30 0.31 -0.24
H 3.700 -1.559 -4.490 0.05 0.16 -0.15
H 3.658 -0.058 -4.885 0.16 -0.72 0.58
O -4.139 -2.760 3.715 0.68 0.30 0.59
H -3.196 -2.861 3.953 -0.19 0.84 0.40
H -4.156 -3.606 3.288 -0.83 -0.94 -0.80
O 3.201 2.998 3.249 0.82 0.40 -1.66
H 3.170 3.379 2.299 -0.02 -0.67 1.80
H 4.147 2.794 3.415 -0.80 0.26 -0.28
O -0.311 -0.402 2.654 0.14 1.08 0.82
H -0.999 0.273 2.847 0.16 -0.73 -0.01
H -0.593 -1.084 2.032 -0.47 -0.29 -0.61
O -0.921 -2.358 0.903 0.88 -0.22 -0.65
H -0.505 -2.438 0.007 0.78 0.16 0.59
H -1.827 -2.355 0.630 -1.51 -0.15 0.18
O -1.750 1.537 -3.174 2.09 0.68 0.55
H -2.627 1.783 -2.944 -1.71 0.31 0.17
H -1.167 2.235 -2.771 -0.48 -0.72 -0.85
O -0.660 3.864 -0.394 0.01 0.19 0.51
H -0.432 4.023 -1.312 0.33 0.17 -0.61
H -0.810 2.909 -0.342 0.09 -0.14 0.41
O -2.070 1.494 4.017 -1.21 -1.63 -0.40
H -1.456 2.196 3.967 1.63 1.59 -0.04
H -2.668 1.711 4.728 -0.19 0.03 0.28
O -4.291 -0.484 2.077 -0.59 -0.56 -1.03
H -3.845 0.017 2.738 0.57 0.84 0.89
H -4.566 -1.296 2.540 0.37 -0.23 0.02
O -0.508 1.123 0.167 0.81 -0.44 -2.47
H -0.279 0.627 0.926 0.09 -0.57 2.15
H 0.207 0.710 -0.442 -0.88 1.28 0.22
O -0.823 -6.441 2.731 0.53 -0.40 -1.24
H -1.607 -5.940 2.429 0.09 0.00 0.46
H -0.776 -6.437 3.673 -0.33 0.06 0.96
O 2.483 3.487 -4.202 1.53 -0.86 -0.11
H 2.608 2.621 -4.695 -0.34 1.14 0.86
H 3.265 3.602 -3.594 -0.93 -0.41 -0.77
O -0.095 -0.229 -4.108 0.59 1.53 -0.22
H -0.297 -1.121 -3.882 -0.55 -1.32 0.37
H -0.861 0.331 -3.837 0.06 -0.09 -0.17
O 2.328 0.538 2.206 -0.87 0.43 0.58
H 1.386 0.312 2.474 1.40 0.18 -0.34
H 2.589 1.362 2.691 -0.34 -0.64 -0.40
O 2.849 -3.063 0.271 -1.16 -1.92 -0.53
H 2.393 -3.649 0.923 0.38 0.68 -0.26
H 3.333 -2.386 0.710 0.72 0.97 0.83
O 0.165 3.816 -3.096 -0.39 1.67 -1.84
H -0.356 4.461 -3.676 0.89 -1.38 1.25
H 1.071 3.792 -3.581 -0.93 -0.42 0.85
```
Positions in Å, forces in eV/Å.

***

Record 6
This record from the Open Molecules 2025 dataset describes one molecule with the formula C7H6. The level of theory is ωB97M-V/def2-TZVPD.

HOMO-LUMO gap (eV): 8.8
SMILES: CC1=CC2=C=C2C1
Relative energy (zero: lowest compared OMol25 entry of this formula, charge and spin) (kJ/mol): 416.2
Molar mass (g mol⁻¹): 90.12
HOMO energy (eV): -8.348

Geometry as XYZ:
```
13
Properties=species:S:1:pos:R:3:forces:R:3
C 2.042 -0.147 -0.214 0.29 -4.39 0.52
C 2.686 -1.651 -0.465 -0.07 1.90 0.53
C -0.028 -1.331 -0.040 -0.38 1.49 2.72
C 1.435 -1.503 0.023 -0.74 4.09 -2.08
C 0.942 0.843 -0.019 -0.42 -1.46 0.07
C -0.384 0.006 0.141 1.49 -0.58 -0.71
C -1.789 0.628 0.175 2.51 -2.57 1.54
H -0.670 -2.156 0.219 -0.45 -0.13 -0.55
H 1.301 1.608 0.675 -0.52 -0.34 0.72
H 0.864 1.464 -0.881 -0.08 0.38 -1.21
H -1.838 1.639 0.368 0.27 2.11 1.31
H -2.408 0.003 0.785 -0.54 0.06 0.53
H -2.153 0.598 -0.765 -1.36 -0.55 -3.42
```
Positions in Å, forces in eV/Å.